{"formula": "C35H79BClN2O10", "method": "ωB97M-V/def2-TZVPD", "elements": ["Cl", "O", "O", "O", "O", "O", "O", "O", "O", "O", "O", "N", "N", "C", "C", "C", "C", "C", "C", "C", "C", "C", "C", "C", "C", "C", "C", "C", "C", "C", "C", "C", "C", "C", "C", "C", "C", "C", "C", "C", "C", "C", "C", "C", "C", "C", "C", "C", "B", "H", "H", "H", "H", "H", "H", "H", "H", "H", "H", "H", "H", "H", "H", "H", "H", "H", "H", "H", "H", "H", "H", "H", "H", "H", "H", "H", "H", "H", "H", "H", "H", "H", "H", "H", "H", "H", "H", "H", "H", "H", "H", "H", "H", "H", "H", "H", "H", "H", "H", "H", "H", "H", "H", "H", "H", "H", "H", "H", "H", "H", "H", "H", "H", "H", "H", "H", "H", "H", "H", "H", "H", "H", "H", "H", "H", "H", "H", "H"], "xyz": [[6.2620, -7.0083, -2.0676], [3.6993, 0.1341, 0.6325], [1.0155, 4.3889, -1.9766], [1.3659, -4.0903, 4.9893], [-4.6820, 4.9351, -2.0909], [-9.9823, 2.9018, -0.3653], [7.8773, -1.9975, -1.3328], [4.1978, -3.5208, -0.4078], [9.8815, -7.9831, -1.0212], [-2.1951, 0.2798, 3.0917], [8.1584, -9.4144, -0.5485], [5.9051, -5.2158, 1.8578], [3.2405, -5.7827, -0.9749], [3.3294, 1.1814, -1.5623], [0.2293, 5.3067, -1.2256], [5.6105, -5.5690, 0.4675], [-10.4076, 3.5933, -1.5328], [-6.1866, 6.6593, -2.9947], [-5.1045, 5.6267, -3.2592], [7.9872, -3.1346, -3.5124], [-2.5694, 1.3299, 0.8988], [0.6199, 4.1751, -3.3256], [7.0466, -5.8106, 2.5441], [8.6363, -8.2485, -0.4207], [-11.4884, 4.6265, -1.2654], [0.5786, -3.1740, 5.7422], [-1.2288, 4.8959, -1.1030], [0.9902, -3.0375, 2.7986], [-2.9819, 1.1962, 3.8426], [6.9608, 0.1060, -2.2243], [7.2048, -2.8611, -2.2388], [6.5445, -6.5660, -0.3094], [-11.6270, 1.0761, -0.5058], [3.3045, -0.0798, -0.7168], [-10.9805, 2.1674, 0.3315], [-5.6814, 4.1997, -1.3964], [-2.5908, 0.0668, 1.7423], [0.6413, 5.4367, -4.1710], [8.1853, -0.6932, -1.8135], [8.0242, -6.8142, 1.9003], [5.0606, -4.2879, 2.6689], [-6.3252, 3.1082, -2.2350], [2.9154, 1.0525, 1.3823], [-4.4400, 0.7856, 3.9658], [-0.8792, -3.5845, 5.8650], [7.7740, -7.2184, 0.4260], [0.9700, -4.3011, 3.6409], [1.4587, 0.6417, 1.5046], [4.3231, -4.9605, -0.3390], [0.9655, 0.5910, 0.5323], [-0.9599, -4.5751, 6.3232], [-3.5741, -0.4139, 1.7090], [-12.3995, 4.1733, -0.8703], [-12.1454, 1.4824, -1.3757], [4.2190, -4.8633, 3.2088], [-4.5206, -0.2045, 4.4253], [-0.0130, -4.7819, 3.6069], [0.9102, 1.3601, 2.1194], [3.3544, 1.0928, 2.3823], [-1.7768, 5.6146, -0.4885], [0.3672, 5.2065, -5.2036], [-0.0553, 6.1905, -3.7993], [-5.8434, 7.3920, -2.2588], [8.1638, -2.2237, -4.0857], [-1.7217, 4.8454, -2.0749], [7.0517, -3.8073, -1.7106], [6.4199, -0.3666, -3.0468], [-10.4846, 1.7054, 1.1885], [-0.3638, 3.6949, -3.3586], [0.2932, -2.2851, 3.1724], [8.9181, -7.2718, 2.4417], [-12.3579, 0.5226, 0.0894], [1.6397, 5.8831, -4.1654], [-5.4201, 4.9124, -4.0270], [5.0098, -3.1575, 0.0316], [0.3207, 6.3140, -1.6432], [-5.1872, 3.7377, -0.5382], [1.3288, 3.4561, -3.7461], [1.9889, -2.5899, 2.8051], [3.0893, -6.6701, -0.4764], [-5.5663, 2.4093, -2.6009], [10.2349, -8.8863, -1.2467], [-11.7338, 2.8473, 0.7410], [4.6306, -3.4038, 2.0941], [-6.8419, 3.5145, -3.1062], [7.2395, -5.5439, 3.6484], [1.6795, -5.0196, 3.2182], [-2.5425, 1.2363, 4.8422], [-4.9870, 1.5048, 4.5809], [0.6696, -2.1660, 5.3260], [-1.8818, -0.6511, 1.3198], [0.7161, -3.2653, 1.7652], [-1.3728, -3.6329, 4.8931], [3.5440, -5.9468, -1.9514], [-7.0987, 6.2053, -2.6023], [8.9642, -3.5671, -3.2752], [-10.8693, 0.3769, -0.8730], [7.2525, 1.1085, -2.5467], [4.0123, -0.8014, -1.1352], [1.3788, -0.3483, 1.9640], [-11.1426, 5.3592, -0.5307], [7.4399, -3.8312, -4.1532], [-2.8433, 1.1019, -0.1345], [-10.7255, 2.8788, -2.2995], [0.6685, 5.3473, -0.2257], [5.7018, -3.8348, 3.5177], [-1.4259, -2.8661, 6.4810], [-2.8909, 2.2036, 3.4251], [-6.4362, 4.8790, -0.9886], [-4.9334, 0.7358, 2.9939], [8.9096, -0.7545, -2.6322], [2.6335, 1.9364, -1.1911], [-9.5246, 4.1010, -1.9315], [-6.4436, 7.1850, -3.9177], [-3.2658, 2.0833, 1.2720], [-11.7477, 5.1522, -2.1878], [3.0076, 2.0595, 0.9649], [1.0182, -3.1352, 6.7416], [2.3199, -0.5581, -0.7507], [-4.2206, 6.1349, -3.6550], [-7.0574, 2.5542, -1.6414], [8.6888, -0.1723, -0.9948], [6.2651, 0.1972, -1.3849], [4.3286, 1.6265, -1.5559], [3.0559, 0.9520, -2.5954], [-1.5706, 1.7761, 0.9056], [6.2079, -2.4697, -2.4655], [-1.3093, 3.9056, -0.6434]], "lowdin_charge": [0.705, -0.173, -0.175, -0.171, -0.176, -0.171, -0.165, 0.097, 0.079, -0.176, 0.069, -0.072, 0.138, -0.068, -0.273, 0.029, -0.282, -0.077, -0.277, -0.068, -0.079, -0.281, 0.053, -0.398, -0.079, -0.272, -0.071, -0.082, -0.278, -0.073, -0.290, -0.369, -0.081, -0.285, -0.279, -0.271, -0.278, -0.079, -0.265, 0.083, -0.007, -0.077, -0.268, -0.078, -0.074, -0.009, -0.282, -0.068, -0.496, 0.068, 0.084, 0.107, 0.066, 0.065, 0.130, 0.082, 0.111, 0.083, 0.118, 0.084, 0.078, 0.066, 0.084, 0.072, 0.060, 0.091, 0.073, 0.117, 0.107, 0.065, 0.137, 0.078, 0.083, 0.106, 0.096, 0.106, 0.112, 0.113, 0.069, 0.082, 0.080, 0.152, 0.106, 0.111, 0.064, 0.152, 0.099, 0.118, 0.080, 0.107, 0.112, 0.085, 0.066, 0.075, 0.060, 0.087, 0.082, 0.087, 0.093, 0.059, 0.084, 0.079, 0.082, 0.107, 0.117, 0.127, 0.081, 0.107, 0.107, 0.065, 0.109, 0.063, 0.107, 0.079, 0.065, 0.079, 0.111, 0.119, 0.110, 0.116, 0.074, 0.122, 0.067, 0.074, 0.083, 0.064, 0.104, 0.068], "charge": 1, "fmax_ha_per_bohr": 0.0974, "energy_ev": -74218.90903, "e_lumo_ev": -5.159, "gap_ev": 5.53, "spin_multiplicity": 1}